(1)
{"formula": "C4H6O2", "method": "the ωB97M-V functional and the def2-TZVPD basis", "e_tot_ha": -306.3966, "homo_lumo_gap_ev": 10.137, "homo_ev": -9.56, "e_above_lowest_kcal_mol": 68.9, "smiles": "O=C[C@@H]1C[C@@H]1O", "elements": ["H", "O", "H", "H", "C", "H", "C", "H", "O", "C", "H", "C"], "positions_angstrom": [[-1.298, -1.008, 0.225], [-1.250, 2.528, -0.398], [1.606, -0.852, -0.564], [-1.500, 0.873, 0.753], [-0.493, -0.769, -0.496], [1.029, 1.338, -0.943], [0.319, 0.758, -0.324], [-0.689, -1.154, -1.485], [1.036, -0.804, 1.468], [-0.875, 1.483, 0.090], [1.192, -1.751, 1.554], [0.814, -0.559, 0.124]], "forces_ev_per_a": [[0.36, 0.92, -0.55], [0.30, -0.22, 0.32], [0.41, 0.03, 0.39], [-0.33, 0.59, 0.62], [0.27, 0.26, -0.39], [-0.99, -0.72, -0.53], [-0.52, -0.29, -0.25], [0.51, -0.15, -0.08], [-0.01, -0.40, 0.26], [-0.22, 0.09, 0.27], [0.01, 0.00, 0.23], [0.23, -0.13, -0.29]]}

---

(2)
{"formula": "C5H8N3", "method": "the ωB97M-V functional and the def2-TZVPD basis", "e_tot_ha": -359.2089, "total_charge": 1, "homo_lumo_gap_ev": 8.138, "homo_ev": -14.74, "e_above_lowest_kcal_mol": 91.5, "smiles": "C/C=C1/N=NC=[N+]1C", "elements": ["H", "H", "H", "N", "N", "H", "C", "N", "C", "H", "H", "H", "C", "C", "H", "C"], "positions_angstrom": [[-0.200, -1.511, -0.891], [0.906, -2.661, 0.190], [0.579, 2.748, -0.471], [1.411, -0.577, 0.059], [2.730, 1.278, 0.053], [-1.327, 1.567, 1.049], [-1.152, 1.524, -0.003], [3.430, 0.247, 0.123], [0.230, 1.671, -0.156], [3.095, -1.870, 0.337], [-0.135, -1.282, 0.949], [-1.389, 0.451, -0.335], [0.376, -1.603, 0.053], [2.713, -0.865, 0.026], [-1.921, 2.180, -0.497], [1.231, 0.801, 0.007]], "forces_ev_per_a": [[0.20, -0.37, 0.80], [-1.45, 2.38, -0.39], [-0.18, -2.09, 1.01], [0.95, -0.70, -1.02], [-3.57, -0.03, -0.25], [-0.43, -0.03, 1.10], [-3.52, -2.71, -1.56], [2.13, 1.28, -0.44], [2.54, 3.78, -1.40], [-0.31, 0.91, -1.10], [-1.11, -0.92, 0.07], [-0.23, 1.33, 0.73], [1.08, -1.30, 0.22], [-2.27, -1.36, 2.23], [1.45, -0.23, 0.32], [4.74, 0.06, -0.32]]}

---

(3)
{"formula": "H16O8", "method": "the ωB97M-V functional and the def2-TZVPD basis", "e_tot_ha": -611.5213, "homo_lumo_gap_ev": 10.639, "homo_ev": -10.63, "e_above_lowest_kcal_mol": 38.5, "smiles": "O.O.O.O.O.O.O.O", "elements": ["H", "O", "H", "O", "O", "H", "H", "O", "H", "O", "H", "H", "H", "O", "H", "H", "O", "H", "H", "H", "H", "H", "O", "H"], "positions_angstrom": [[-1.906, -1.793, -0.940], [-0.191, 0.451, -2.080], [0.196, -0.225, 4.735], [0.625, -0.677, 4.002], [-1.949, -2.605, 0.842], [1.708, -0.596, 1.373], [0.523, 0.592, -2.716], [2.242, 2.046, -2.518], [1.791, 2.176, -1.675], [-2.177, -1.516, -1.826], [-0.452, 3.680, -0.420], [-1.509, -0.858, -2.069], [-0.047, 0.129, -0.155], [2.556, -1.052, 1.270], [-0.485, 2.377, 0.395], [-0.712, -0.938, 0.742], [-0.405, 2.722, -0.505], [-2.897, -2.677, 0.684], [2.436, 2.935, -2.830], [-1.620, -3.510, 0.833], [-0.378, 1.334, -1.710], [0.397, -0.152, 3.227], [-0.144, -0.156, 0.770], [2.400, -1.688, 0.568]], "forces_ev_per_a": [[-0.08, -0.11, -0.22], [0.06, 0.27, 0.14], [0.01, -0.02, 0.01], [-0.08, 0.09, 0.03], [-0.03, 0.00, 0.03], [0.06, -0.23, -0.19], [0.06, 0.01, 0.09], [-0.15, 0.02, 0.04], [0.10, 0.03, 0.05], [0.05, -0.02, 0.17], [-0.06, -0.01, -0.08], [-0.09, 0.03, -0.13], [0.08, -0.41, 0.04], [0.12, 0.12, 0.09], [-0.02, -0.09, -0.06], [-0.07, -0.02, 0.12], [0.13, 0.10, 0.27], [0.00, 0.03, 0.06], [0.03, -0.03, -0.05], [0.05, 0.02, 0.02], [-0.09, -0.10, -0.35], [-0.02, -0.07, -0.07], [-0.04, 0.37, 0.03], [-0.03, 0.02, -0.02]]}

---

(4)
{"formula": "C33H86N2O11", "method": "the ωB97M-V functional and the def2-TZVPD basis", "e_tot_ha": -2245.9192, "homo_lumo_gap_ev": 8.426, "homo_ev": -8.04, "e_above_lowest_kcal_mol": 59.4, "smiles": "CC1(C)CCCC(C)(C)N1O.CC1(C)CCCC(C)(C)N1O.CCO.CCO.CCO.CCO.CCO.CCO.CO.CO.CO", "elements": ["C", "H", "C", "C", "H", "O", "C", "H", "H", "C", "N", "C", "C", "C", "H", "H", "H", "H", "C", "H", "H", "C", "C", "H", "H", "H", "C", "C", "H", "O", "H", "C", "H", "H", "H", "O", "C", "H", "H", "H", "H", "H", "H", "H", "C", "H", "C", "H", "H", "H", "C", "H", "H", "H", "H", "C", "H", "H", "H", "H", "H", "H", "H", "H", "H", "O", "O", "C", "C", "O", "C", "H", "H", "C", "H", "C", "C", "O", "H", "C", "H", "H", "H", "C", "H", "H", "H", "H", "H", "H", "H", "H", "C", "H", "C", "H", "H", "H", "H", "C", "H", "O", "H", "H", "H", "H", "N", "H", "O", "H", "C", "H", "H", "H", "H", "H", "H", "H", "H", "C", "H", "H", "C", "H", "O", "H", "H", "H", "H", "O", "H", "H"], "positions_angstrom": [[3.389, 0.661, -1.820], [-1.617, 5.049, 1.272], [-2.208, 2.409, 4.537], [-2.317, -1.133, -4.291], [2.642, -5.131, -3.394], [-3.333, 1.293, 0.541], [-1.124, 2.632, 5.601], [-4.383, 2.528, 4.497], [0.828, 6.260, -1.236], [-4.537, 1.607, -0.186], [2.178, -4.842, -0.080], [-3.567, 2.610, 5.215], [-5.367, 0.335, -0.346], [-2.125, 0.970, 3.995], [1.124, -6.644, 1.422], [-2.069, -0.516, -5.154], [-3.134, 0.492, -3.035], [0.264, -0.322, 0.217], [-0.170, 1.976, -4.777], [1.882, -7.725, -0.492], [2.583, -0.881, 2.864], [2.910, -5.996, 0.418], [-1.308, -1.792, 2.021], [3.840, -2.939, -2.405], [2.685, 0.664, 0.499], [0.145, 5.141, 1.544], [-0.290, 2.539, 1.923], [-3.081, 5.045, -2.828], [-0.374, 1.291, -3.951], [2.408, 1.508, -1.228], [3.497, 0.704, -2.904], [2.799, -7.145, -0.609], [-5.092, 2.325, 0.415], [-0.275, -1.470, 2.173], [2.677, -7.355, 2.107], [-4.628, -0.564, -3.971], [0.258, 2.838, 4.996], [-1.154, 2.186, 1.358], [2.522, 6.295, -1.738], [0.102, 1.416, -5.672], [0.136, 4.876, 4.389], [-4.826, -1.479, -4.183], [-6.221, 0.489, -1.014], [4.374, 0.878, -1.391], [3.792, -3.655, -1.578], [-4.823, -0.497, -0.798], [1.695, 5.637, -1.474], [-1.351, -1.201, -3.769], [-1.755, -0.974, 1.448], [4.136, -2.539, 1.797], [4.382, -5.752, 0.742], [4.376, -1.517, 0.398], [0.470, 2.854, 1.208], [4.078, -6.627, -2.257], [-2.564, 0.269, 4.706], [2.801, -0.847, 1.795], [2.151, -5.743, 2.473], [0.342, -3.690, -1.533], [-3.356, 5.975, -2.330], [-1.790, -1.875, 2.994], [-1.881, 2.191, -1.904], [-3.381, -1.152, -2.433], [1.936, 5.100, -0.555], [2.392, 2.302, -1.802], [-2.386, 5.206, -3.654], [2.115, -3.793, 0.839], [-0.597, -4.052, 1.818], [4.142, -1.498, 1.463], [1.339, -3.285, -1.717], [2.775, 0.524, 1.455], [2.265, -5.471, -2.423], [-3.001, 4.025, -0.948], [1.349, -3.015, -2.780], [-2.399, 4.098, -1.867], [4.611, -4.352, -1.739], [2.175, -6.491, 1.675], [-0.827, 5.000, 2.022], [-0.468, 1.167, -1.029], [0.974, 3.057, 5.790], [-1.389, -3.053, 1.206], [-1.745, 3.039, -4.348], [-1.000, -2.804, 0.205], [0.530, 1.870, 4.562], [2.418, -4.323, -1.443], [-3.693, 1.946, 6.068], [-1.103, 0.672, 3.759], [-2.730, 0.882, -0.090], [1.203, -5.696, -2.571], [-0.852, -4.941, 1.552], [-0.975, 5.870, 2.667], [4.619, -4.794, 1.204], [-2.883, 2.468, 1.981], [-3.344, -0.530, -3.338], [2.034, -1.461, 1.299], [3.003, -6.754, -2.082], [-3.605, 3.639, 5.581], [1.458, -2.327, -1.211], [-1.408, 3.422, 6.299], [0.124, 1.716, 2.502], [1.322, 4.652, -2.564], [-4.278, 2.055, -1.147], [-2.237, 2.848, -2.520], [2.871, 4.031, -3.641], [0.470, 4.027, -2.267], [0.296, 1.742, -0.933], [2.737, -7.592, -2.727], [-2.054, 3.421, 3.487], [-4.026, 4.638, -3.184], [-3.060, 3.287, 2.495], [-0.983, 1.718, 6.188], [0.299, 3.902, 3.914], [4.946, -0.955, 1.964], [3.932, -3.026, -0.696], [-5.768, 0.016, 0.615], [-1.152, -0.740, -0.788], [-2.531, -2.154, -4.607], [3.163, -0.369, -1.531], [1.215, -3.809, 1.202], [3.601, -7.859, -0.392], [-0.206, -0.205, -0.765], [-2.433, -3.324, 1.019], [-2.695, 0.881, 3.068], [-0.772, 3.709, 2.824], [-1.486, 4.507, -1.415], [-1.217, 2.855, -5.143], [1.302, 3.911, 3.482], [0.521, -0.559, -1.500], [0.958, 5.132, -3.478], [4.998, -5.816, -0.159], [2.389, 3.751, -2.860], [4.746, -6.534, 1.413], [0.711, 2.562, -4.484]], "forces_ev_per_a": [[0.64, -0.54, 0.72], [0.05, -0.33, -0.05], [0.18, -0.57, 0.23], [1.48, 0.51, 0.65], [-0.19, 0.15, 0.00], [-0.05, 0.12, -0.32], [0.53, -0.28, -0.06], [-0.02, -0.33, 0.09], [0.04, 0.04, -0.09], [-0.09, -0.87, 0.18], [-1.20, -0.62, -1.04], [0.05, 0.82, -0.35], [-0.50, 0.15, -0.34], [-0.09, 0.09, -0.24], [0.09, -0.52, -0.01], [-0.55, 0.06, -0.11], [0.00, 0.12, -0.29], [-0.19, -0.05, 0.04], [0.52, 0.54, -0.29], [-0.25, 0.38, 0.06], [0.20, -0.11, 0.03], [-0.21, -0.41, 0.39], [0.05, 0.50, 0.03], [-0.28, -0.22, -0.22], [-0.02, -0.02, 0.35], [-0.03, -0.03, -0.13], [-0.64, 0.26, -0.04], [0.31, -0.03, 0.15], [-0.38, 0.01, -0.07], [0.07, 0.21, -1.03], [-0.48, 0.25, -0.04], [0.56, -0.42, -0.53], [0.14, 0.12, -0.01], [0.06, -0.28, 0.09], [-0.28, -0.29, -0.24], [-0.07, 0.58, 0.40], [-0.24, -0.21, -0.26], [0.25, -0.22, -0.21], [0.05, -0.10, -0.12], [-0.02, -0.17, 0.09], [0.01, 0.02, -0.04], [0.02, -0.05, -0.03], [0.05, 0.20, 0.09], [-0.03, 0.06, -0.06], [-0.02, 0.73, -0.05], [0.27, 0.15, 0.13], [-0.48, -0.08, 0.19], [-0.10, -0.09, 0.10], [-0.28, -0.09, 0.26], [0.04, 0.12, 0.04], [0.74, -0.07, -0.15], [-0.24, 0.26, 0.02], [0.06, 0.13, 0.05], [-0.02, 0.19, 0.05], [0.12, -0.04, 0.06], [0.30, -0.46, -0.46], [0.27, 0.13, -0.15], [0.05, -0.01, 0.25], [0.38, 0.14, -0.06], [-0.06, -0.02, -0.05], [0.40, 0.03, 0.03], [0.09, 0.12, 0.08], [0.18, -0.01, -0.05], [0.02, 0.02, 0.35], [-0.34, 0.34, -0.20], [0.66, 0.38, 0.38], [0.12, -0.30, 0.26], [0.15, 0.00, 0.57], [-0.29, 0.30, -0.91], [-0.32, 0.22, -0.19], [-0.22, -0.42, -1.00], [-0.33, -0.49, -0.27], [0.12, -0.18, -0.05], [-0.86, 0.29, 1.26], [0.02, -0.04, 0.31], [0.00, 0.85, 0.34], [-0.20, 0.44, 0.00], [-1.43, 0.17, -0.17], [0.09, -0.01, -0.08], [0.00, 0.73, -0.86], [0.19, -0.21, -0.06], [0.16, -0.29, 0.08], [0.32, 0.10, 0.04], [0.33, 0.16, 0.68], [-0.03, -0.20, -0.10], [-0.05, -0.09, 0.19], [0.15, 0.09, 0.17], [-0.03, 0.06, 0.17], [-0.09, 0.11, -0.17], [-0.08, -0.15, 0.16], [-0.39, 0.05, 0.06], [-0.17, 0.44, 0.19], [-0.40, -1.27, -0.78], [-0.14, 0.44, -0.04], [0.52, 0.31, 0.87], [0.00, -0.05, 0.06], [0.17, -0.37, 0.42], [0.01, 0.18, -0.19], [0.01, 0.02, -0.09], [-0.50, 0.00, -0.19], [-0.08, 0.02, -0.03], [-0.04, 0.18, 0.20], [0.00, 0.07, 0.02], [0.21, 0.06, 0.21], [0.48, -0.57, 0.15], [-0.29, 0.12, -0.06], [-0.26, 1.03, -0.31], [0.16, -0.28, -0.15], [0.07, -0.30, 0.08], [-0.62, 0.02, 0.16], [-0.21, 0.30, 0.61], [0.03, -0.06, 0.03], [0.31, -0.44, 0.02], [0.14, -0.05, 0.07], [0.04, -0.07, -0.23], [-0.40, 0.05, 0.01], [-0.10, -0.02, -0.16], [-0.12, -0.22, -0.03], [-0.10, -0.01, 0.30], [1.21, 0.84, 0.05], [0.05, -0.38, 0.44], [-0.08, -0.09, 0.07], [1.12, -0.94, 0.43], [0.42, -0.05, -0.74], [-0.28, -0.17, 0.23], [-0.11, 0.11, -0.26], [-0.38, -0.31, -0.10], [0.30, 0.15, 0.04], [-0.04, 0.01, 0.02], [0.16, -0.15, -0.01], [-0.03, 0.01, 0.01], [0.06, -0.13, 0.04]]}

---

(5)
{"formula": "C16H16AsBr2F6N8V", "method": "the ωB97M-V functional and the def2-TZVPD basis", "e_tot_ha": -9983.5885, "total_charge": 3, "multiplicity": 4, "homo_lumo_gap_ev": [7.004, 4.107], "homo_ev": [-17.30, -17.35], "e_above_lowest_kcal_mol": 10.6, "elements": ["C", "H", "H", "Br", "C", "F", "H", "F", "H", "N", "N", "F", "H", "H", "H", "C", "H", "F", "As", "N", "H", "C", "C", "C", "C", "H", "F", "N", "C", "C", "C", "C", "H", "H", "F", "N", "H", "H", "C", "N", "C", "N", "Br", "N", "C", "C", "C", "H", "H", "V"], "positions_angstrom": [[0.572, -3.568, 1.413], [2.403, 1.971, 3.603], [-0.693, 3.288, 1.495], [0.106, -6.332, 1.064], [3.444, 1.009, -2.305], [-3.039, 0.741, 3.894], [4.502, 1.172, -2.449], [-2.276, -0.202, -0.379], [3.049, 0.921, -0.108], [1.404, 0.696, -1.428], [-0.155, -1.858, -0.090], [-0.967, 2.180, 3.517], [-2.971, -0.266, -2.730], [2.835, 0.914, -4.297], [-2.441, 1.889, -0.224], [2.681, 0.883, -1.120], [0.121, 0.478, -5.493], [-1.516, 0.474, 1.919], [-2.437, 1.765, 2.724], [-1.610, 2.988, 1.176], [-2.321, -0.063, -5.441], [-0.001, -4.544, 0.598], [2.152, -0.173, 3.726], [2.028, 1.079, 3.122], [-0.719, -2.802, -0.855], [1.724, -2.263, 3.518], [-3.164, 3.211, 3.236], [-1.518, 2.313, -0.093], [1.335, 0.681, -2.789], [-0.660, -4.146, -0.562], [-1.699, 0.054, -4.565], [1.380, 1.155, 1.913], [1.076, -3.860, 2.322], [-1.258, -2.459, -1.727], [-3.651, 1.524, 1.530], [-0.923, 0.193, -2.478], [-1.130, -4.871, -1.211], [1.247, 2.117, 1.429], [1.033, -1.122, 1.836], [-0.393, 0.345, -4.629], [1.642, -1.288, 3.063], [0.888, 0.087, 1.264], [2.962, -0.351, 5.377], [2.579, 0.881, -3.316], [0.086, 0.431, -3.351], [-2.018, -0.039, -3.186], [0.472, -2.244, 1.043], [-1.388, 3.017, -0.817], [-2.224, 3.803, 1.127], [-0.550, 0.190, -0.269]], "forces_ev_per_a": [[-0.04, -0.03, -0.02], [0.00, 0.01, 0.00], [0.00, 0.05, -0.04], [0.00, -0.06, 0.01], [-0.05, -0.01, 0.12], [0.01, -0.06, -0.01], [0.01, 0.00, -0.01], [-0.45, -0.16, -0.22], [0.00, 0.01, 0.01], [-0.01, -0.02, -0.12], [-0.03, -0.03, 0.05], [-0.03, -0.08, 0.04], [0.00, 0.00, 0.01], [-0.01, 0.00, 0.00], [-0.04, 0.07, -0.02], [0.06, 0.04, -0.06], [0.00, 0.00, 0.00], [0.08, -0.05, -0.08], [-0.10, 0.32, -0.07], [-0.01, -0.11, 0.12], [0.00, -0.01, -0.01], [0.00, 0.14, -0.03], [-0.11, -0.01, -0.13], [0.01, -0.01, 0.01], [-0.04, 0.00, -0.01], [0.01, 0.00, 0.00], [0.04, -0.04, -0.03], [0.08, 0.03, -0.03], [0.12, 0.04, 0.10], [0.03, -0.05, 0.06], [-0.03, 0.02, 0.09], [0.03, 0.04, 0.00], [0.00, -0.01, 0.00], [0.00, -0.01, 0.00], [0.01, -0.04, 0.09], [0.17, 0.02, 0.06], [-0.01, 0.01, -0.01], [0.01, 0.00, 0.00], [-0.05, -0.33, -0.05], [0.07, 0.00, -0.08], [0.09, 0.07, 0.03], [0.07, 0.19, 0.10], [0.04, 0.00, 0.07], [-0.01, -0.02, -0.11], [-0.16, -0.03, -0.05], [-0.04, -0.02, -0.06], [0.08, 0.13, -0.03], [0.00, -0.03, -0.03], [-0.01, 0.00, 0.00], [0.17, 0.02, 0.38]]}